Run one
14
Properties=species:S:1:pos:R:3 method="wB97M-V/def2-TZVPD" molar_mass_g_mol=114.11 lumo_energy_ev=0.67 homo_energy_ev=-8.476 smiles="N=C1NNC(=N)NN1" orbital_gap_ev=9.15 charge=0
N 0.6563 1.0049 0.4367
N 2.5667 0.1243 -0.2319
N -0.5895 1.2422 -0.0994
N -0.5708 -1.1292 0.7384
N 0.5864 -1.1692 -0.3232
N -2.5578 -0.1820 -0.3224
C -1.3478 0.0729 0.1277
C 1.3167 0.0047 0.0804
H -1.0166 2.1246 0.1218
H 1.1310 -2.0392 -0.3742
H -1.1806 -1.9322 0.4460
H 3.0658 -0.6478 -0.3049
H -3.1063 0.6304 -0.7183
H 1.0466 1.8955 0.4232

Run two
14
Properties=species:S:1:pos:R:3 method="wB97M-V/def2-TZVPD" molar_mass_g_mol=114.11 lumo_energy_ev=1.01 homo_energy_ev=-8.512 smiles=NNc1n[nH]nc1N orbital_gap_ev=9.52 charge=0
N 2.1789 0.0939 0.0001
N 0.4969 1.5621 -0.0300
N -1.6091 -0.2445 -0.1513
N 1.0781 -2.0285 0.0571
N -2.6493 0.6302 0.0290
N 1.7940 1.3695 -0.1863
C 1.0992 -0.6344 -0.0043
C -0.0142 0.3191 0.0904
H 1.8712 -2.3136 -0.5008
H 0.1772 -2.1951 -0.2034
H -2.4667 1.4822 -0.5619
H -2.7504 1.0314 1.0395
H 2.4729 2.0875 0.1746
H -1.6788 -1.1596 0.2473

Most stable: run two. Least stable: run one.

Run one
19
Properties=species:S:1:pos:R:3 method="wB97M-V/def2-TZVPD" molar_mass_g_mol=179.27 lumo_energy_ev=-1.90 homo_energy_ev=-9.571 smiles="NCC[C@@H](S)C(=S)C(=O)O" orbital_gap_ev=7.67 charge=0
S -1.8960 1.3284 -1.0559
S 0.5551 2.6935 0.7210
O -2.8444 -1.1193 0.0029
O -1.1499 -1.6033 1.2818
N 0.6896 -1.4051 -1.2651
C 1.5471 -0.3091 -0.7245
C -1.6761 -0.8044 0.5170
C 0.0667 0.9685 0.9318
C 1.2530 0.0292 0.6675
C -1.0102 0.5095 0.0743
H -0.1910 0.6398 1.9803
H -0.2441 -1.0045 -1.4844
H 1.4573 0.6512 -1.3459
H 1.3567 -0.9263 1.1192
H -3.0181 -0.3578 -0.6287
H 0.6235 -2.0893 -0.5051
H 2.1843 0.4912 0.9290
H 2.5445 -0.6414 -0.9536
H -0.2481 2.9494 -0.2615

Run two
19
Properties=species:S:1:pos:R:3 method="wB97M-V/def2-TZVPD" molar_mass_g_mol=179.27 lumo_energy_ev=0.57 homo_energy_ev=-8.416 orbital_gap_ev=8.98 charge=0
S 0.1220 0.5487 -0.1109
S -0.5589 -2.1631 -0.3261
O -1.4208 1.0720 -0.5248
O 0.9815 1.7024 -0.4151
N -0.0550 0.5791 1.5091
C 1.0782 0.8235 2.3924
C 0.9858 -2.4131 0.3310
C 0.2061 -1.6801 -1.7867
C 1.5227 -1.7879 -1.8317
C 1.9919 -2.1648 -0.5691
H 1.3793 -0.0999 2.7192
H 0.6804 1.4344 3.2140
H 1.9936 -1.6611 -2.7885
H 1.6890 1.5538 1.9320
H 3.1054 -2.0912 -0.2902
H -0.8002 -0.0135 1.8563
H 1.1558 -2.5910 1.3572
H -1.5373 2.0157 -0.4516
H -0.4962 -1.2950 -2.5279

Most stable: run one. Least stable: run two.

Run one
30
Properties=species:S:1:pos:R:3 method="wB97M-V/def2-TZVPD" molar_mass_g_mol=180.15 lumo_energy_ev=0.16 homo_energy_ev=-10.848 smiles=O.O.O.O.O.O.O.O.O.O orbital_gap_ev=11.01 charge=0
O 17.2603 -11.0475 -10.0913
O 16.5345 -15.8314 -8.7770
O 20.4780 -13.8421 -6.0551
O 20.4909 -10.5568 -11.7968
O 16.6959 -12.9899 -8.2334
O 17.1450 -14.9318 -11.7773
O 20.4465 -11.7469 -9.0408
O 19.2534 -15.7960 -7.7554
O 18.1646 -12.1768 -12.4315
O 19.0539 -13.8596 -9.9260
H 20.6254 -14.3687 -5.2504
H 17.8303 -11.7834 -13.2717
H 18.3655 -15.9685 -8.0568
H 17.8474 -13.0761 -12.4302
H 16.0629 -16.1116 -8.0017
H 17.6957 -11.3648 -10.8786
H 16.8269 -15.7522 -11.4624
H 17.8529 -14.5802 -11.2016
H 17.9783 -10.5796 -9.6400
H 19.7924 -11.1146 -12.1479
H 21.1714 -11.8431 -8.4845
H 20.3014 -14.5277 -6.7093
H 19.6234 -13.0986 -9.6182
H 20.5627 -10.8296 -10.8709
H 20.0252 -10.9006 -8.7423
H 16.6284 -14.8801 -8.6402
H 19.2601 -16.3760 -6.9704
H 19.3431 -14.5595 -9.3060
H 16.9990 -12.4605 -8.9569
H 15.7911 -12.7423 -8.0317

Run two
30
Properties=species:S:1:pos:R:3 method="wB97M-V/def2-TZVPD" molar_mass_g_mol=180.15 lumo_energy_ev=-1.33 homo_energy_ev=-7.597 orbital_gap_ev=6.27 charge=0
O -0.9678 -1.9518 1.0101
O -0.7502 0.8846 2.1479
O -1.1899 -0.5725 -2.3800
O -1.4091 1.0953 -0.6267
O 0.7489 -1.2085 2.7369
O 0.0625 -0.3104 -0.2012
O 0.9933 0.8933 1.3308
O 2.2290 0.0421 -1.5838
O 0.4881 0.2950 -2.4465
O -2.4623 -0.6619 -0.1326
H 0.4019 -0.1895 0.6857
H 1.5559 1.0130 0.5657
H 1.3571 0.2417 -2.0489
H -0.8661 -1.2803 0.3357
H -0.2175 -2.5330 0.8851
H -1.8846 0.0887 -0.2702
H 0.7702 -0.8671 3.6309
H -1.2090 1.6500 -1.3806
H -1.9109 -0.1151 -1.9475
H 0.6231 0.7935 -3.2524
H -0.4046 -0.1032 -2.0984
H -0.5791 1.0217 -0.1557
H -0.9440 1.8183 2.0650
H 0.3722 -0.4980 2.2177
H 2.5238 -0.3942 -0.7844
H 0.1666 0.8055 1.8846
H 2.7650 -0.3413 -2.2780
H 0.8326 -0.2372 -0.7649
H -2.5424 -0.7318 0.8187
H 1.4475 1.3530 2.0369

Most stable: run one. Least stable: run two.

Run one
30
Properties=species:S:1:pos:R:3 method="wB97M-V/def2-TZVPD" molar_mass_g_mol=180.15 lumo_energy_ev=0.02 homo_energy_ev=-10.919 smiles=O.O.O.O.O.O.O.O.O.O orbital_gap_ev=10.94 charge=0
O -5.5497 -1.4236 -0.4004
O -1.2598 -0.9631 2.9760
O 0.3301 0.3138 0.2821
O 3.4511 -2.1400 0.1602
O -2.3799 -0.5331 0.4020
O 3.0332 -2.7690 -2.2152
O 1.8136 2.2372 -1.8559
O -1.7871 3.6467 -2.8523
O 2.1087 4.0589 3.2798
O -0.0205 -2.4013 0.7963
H -1.1140 3.5755 -2.1660
H 3.5241 -2.6220 -3.0315
H 2.0675 2.2534 -0.9263
H -1.3241 -1.9177 3.0926
H 0.8760 2.4603 -1.8469
H -1.5205 4.4195 -3.3629
H -2.9856 -0.6858 -0.3321
H 2.9393 -1.5989 -0.4515
H 0.6935 -2.8599 0.3392
H -0.5151 -0.7085 3.5325
H -6.0535 -0.8805 -1.0171
H 2.1482 -2.4416 -2.4116
H -0.5825 0.6224 0.3145
H 2.3245 3.1774 2.9552
H 1.4480 3.9017 3.9637
H -4.7934 -0.8735 -0.1672
H 4.0067 -2.6802 -0.4130
H -1.6468 -1.1349 0.2302
H 0.6273 0.5532 -0.6029
H 0.1409 -2.5863 1.7284

Run two
30
Properties=species:S:1:pos:R:3 method="wB97M-V/def2-TZVPD" molar_mass_g_mol=180.15 lumo_energy_ev=-0.78 homo_energy_ev=-9.389 smiles=O.O.O.O.O.O.O.O.O.O orbital_gap_ev=8.60 charge=0
O -0.5192 -0.4326 0.5122
O 0.4608 2.4773 1.7802
O -0.1125 -0.8069 -3.5018
O -0.7886 -3.0192 -0.5233
O -1.5635 0.6008 -1.9817
O 3.8727 -0.8515 -0.0173
O 1.4984 -1.1663 -1.5033
O 2.0337 0.1329 1.6763
O -1.6687 -1.4437 2.8581
O -3.0680 2.5053 0.1564
H -1.3898 1.5419 -1.9977
H 2.4693 -0.0592 2.5067
H -1.5318 -3.3788 -0.0390
H -3.3854 3.2306 -0.3815
H -2.2380 -0.7030 2.6497
H 0.1889 2.8839 0.9574
H -2.5069 0.5333 -1.8344
H -0.1255 2.8513 2.4380
H 1.5164 0.9187 1.8527
H -0.8303 -0.3659 -3.0473
H 3.1888 -0.6331 0.6158
H 0.3872 -0.1297 0.5649
H 1.7677 -2.0840 -1.5433
H 4.2466 -0.0067 -0.2677
H -0.9215 -1.3457 2.2679
H -2.1184 2.6234 0.1825
H -0.6950 -2.1264 -0.1909
H -0.9004 0.0743 -0.2046
H 0.4603 -1.1178 -2.8007
H 2.2727 -0.7028 -1.1841

Most stable: run two. Least stable: run one.